(1)
Computed, not measured: a molecular structure, C3H8N2S at a distorted geometry, with the ωB97M-V functional and the def2-TZVPD basis.

LUMO (eV): 0.33
F_max (eV Å⁻¹): 5.6
Molar mass (Da): 104.18
Kohn-Sham gap (eV): 8.73
E (a.u.): -626.53935

Each line ends with the Löwdin charge.
Element x y z (Å)
1 C -0.132262 1.896555 0.668886  -0.142
2 C -0.267220 0.773698 -0.470456  -0.179
3 C -0.755253 -1.546486 -0.291309  -0.653
4 H -0.207477 2.946330 0.191162  0.048
5 H -0.689905 1.768726 1.940451  0.174
6 H 1.106998 2.239774 0.820108  0.114
7 H 0.236465 1.138362 -1.439702  0.136
8 H -1.260564 0.665061 -0.766992  0.056
9 H 0.965341 -2.530058 0.802361  0.120
10 H 1.918039 -1.123087 -0.956366  0.211
11 H -1.691252 -1.141995 -0.690165  0.072
12 N 0.148200 -0.685426 -0.177540  -0.402
13 N 1.321546 -1.132550 0.316484  -0.081
14 S -0.692655 -3.268905 0.053078  0.527

Forces on atoms 1 to 2 (eV/Å):
C 3.2 1.5 1.8
C 2.5 0.9 0.6

***

(2)
Computed, not measured: 12 unconnected molecules or ions with the total composition C22H68N6O12 at a distorted geometry, with the ωB97M-V functional and the def2-TZVPD basis.

LUMO (eV): 0.01
F_max (eV Å⁻¹): 10.5
Molar mass (Da): 608.82
Kohn-Sham gap (eV): 8.37
E (a.u.): -2110.16708

Each line ends with the Löwdin charge.
Element x y z (Å)
1 N 2.302870 -2.262028 2.735074  0.161
2 C 3.322870 -2.956028 3.016074  -0.682
3 N 3.785870 -3.626028 2.032074  0.177
4 O 3.979870 -2.902028 4.234074  -0.135
5 H 1.888870 -1.763028 3.577074  0.097
6 H 1.714870 -2.493028 1.944074  0.072
7 H 4.710870 -4.095028 2.228074  0.159
8 H 3.335870 -3.577028 1.096074  0.101
9 N -2.036130 -0.060028 -1.791926  0.168
10 C -0.966130 -0.013028 -2.482926  -0.566
11 N -0.813130 1.065972 -3.242926  0.187
12 O 0.024870 -0.982028 -2.455926  -0.126
13 H -2.304130 -0.780028 -1.059926  0.109
14 H -2.752130 0.678972 -1.925926  0.086
15 H 0.161870 1.121972 -3.713926  0.103
16 H -1.446130 1.861972 -3.246926  0.086
17 N 2.704870 -0.769028 -1.710926  0.175
18 C 3.736870 -0.850028 -2.511926  -0.637
19 N 3.488870 -1.223028 -3.711926  0.145
20 O 4.961870 -0.351028 -2.167926  -0.097
21 H 2.921870 -0.501028 -0.739926  0.092
22 H 1.766870 -0.766028 -2.080926  0.058
23 H 4.278870 -1.231028 -4.394926  0.163
24 H 2.784870 -1.936028 -3.935926  0.150
25 C 0.882870 2.127972 0.023074  -0.028
26 C 0.209870 0.934972 0.643074  -0.635
27 C 0.617870 0.981972 2.110074  -0.043
28 O -1.047130 0.844972 0.550074  -0.018
29 H 1.986870 2.175972 0.262074  0.113
30 H 0.339870 2.994972 0.410074  0.079
31 H 0.648870 2.115972 -1.080926  0.072
32 H 0.670870 -0.011028 0.257074  0.126
33 H 0.349870 1.972972 2.495074  0.095
34 H 1.698870 0.868972 2.247074  0.074
35 H 0.211870 0.088972 2.642074  0.087
36 H -1.388130 0.498972 -0.299926  0.060
37 C 0.947870 -4.866028 0.484074  -0.033
38 C 1.010870 -3.572028 -0.252926  -0.620
39 C -0.052130 -2.664028 0.291074  -0.028
40 O 2.143870 -3.046028 -0.228926  -0.002
41 H 1.158870 -4.778028 1.506074  0.068
42 H 1.563870 -5.620028 0.080074  0.075
43 H 0.026870 -5.380028 0.353074  0.079
44 H 0.746870 -3.796028 -1.300926  0.158
45 H 0.363870 -1.997028 1.139074  0.103
46 H -0.906130 -3.231028 0.604074  0.077
47 H -0.393130 -1.956028 -0.416926  0.032
48 H 2.288870 -2.344028 -0.852926  0.064
49 C 0.816870 2.678972 -5.498926  -0.025
50 C 1.971870 1.744972 -4.975926  -0.581
51 C 2.780870 2.454972 -3.857926  -0.018
52 O 1.598870 0.602972 -4.586926  -0.042
53 H 1.136870 3.505972 -5.993926  0.034
54 H 0.266870 3.034972 -4.589926  0.073
55 H 0.051870 2.197972 -6.128926  0.088
56 H 2.660870 1.498972 -5.846926  0.152
57 H 3.230870 3.412972 -4.230926  0.099
58 H 3.587870 1.816972 -3.484926  0.072
59 H 2.161870 2.673972 -3.014926  0.053
60 H 2.351870 0.121972 -4.259926  0.043
61 C -2.407130 3.319972 -1.363926  -0.006
62 C -3.762130 2.986972 -1.904926  -0.599
63 C -4.036130 3.438972 -3.346926  -0.022
64 O -4.003130 1.760972 -1.998926  -0.056
65 H -2.034130 4.223972 -1.875926  0.115
66 H -1.751130 2.474972 -1.334926  0.042
67 H -2.604130 3.543972 -0.358926  0.044
68 H -4.639130 3.363972 -1.225926  0.176
69 H -4.808130 2.860972 -3.791926  0.070
70 H -3.223130 3.117972 -3.994926  0.083
71 H -4.302130 4.434972 -3.549926  0.067
72 H -4.961130 1.741972 -2.107926  0.145
73 C -4.830130 -0.686028 0.612074  -0.015
74 C -3.935130 -1.863028 0.407074  -0.651
75 C -4.147130 -2.485028 -0.944926  -0.021
76 O -2.717130 -1.640028 0.417074  -0.029
77 H -4.514130 0.169972 -0.071926  0.089
78 H -4.697130 -0.354028 1.640074  0.083
79 H -5.894130 -0.875028 0.404074  0.091
80 H -4.036130 -2.496028 1.224074  0.137
81 H -3.525130 -3.395028 -1.049926  0.105
82 H -4.062130 -1.799028 -1.795926  0.087
83 H -5.153130 -2.848028 -0.981926  0.072
84 H -2.414130 -1.552028 1.294074  0.119
85 C -2.844130 2.811972 2.338074  -0.184
86 O -2.311130 1.651972 2.818074  -0.141
87 H -3.367130 2.595972 1.418074  0.051
88 H -2.010130 3.370972 1.953074  0.071
89 H -3.566130 3.240972 3.061074  0.103
90 H -1.795130 1.283972 2.077074  0.027
91 C 2.429870 -0.444028 5.321074  -0.147
92 O 1.208870 -0.975028 4.878074  -0.149
93 H 3.244870 -0.520028 4.588074  0.076
94 H 2.676870 -0.945028 6.276074  0.104
95 H 2.375870 0.571972 5.565074  0.059
96 H 0.610870 -0.820028 5.617074  0.055
97 C 4.749870 -0.176028 1.296074  -0.125
98 O 3.412870 -0.422028 1.008074  -0.158
99 H 4.861870 0.317972 2.263074  0.086
100 H 5.241870 0.335972 0.510074  0.070
101 H 5.176870 -1.121028 1.528074  0.068
102 H 2.994870 -0.823028 1.767074  0.020
103 C -1.490130 0.690972 5.773074  -0.127
104 O -0.797130 -0.006028 6.837074  -0.131
105 H -2.422130 0.163972 5.578074  0.078
106 H -0.917130 0.771972 4.857074  0.050
107 H -1.800130 1.709972 6.088074  0.088
108 H -1.464130 -0.396028 7.403074  0.077

Forces on atoms 1 to 2 (eV/Å):
N -5.3 4.0 1.7
C 5.9 -0.5 7.6

***

(3)
Computed, not measured: a molecular structure, C15H29Br2ClO12PSi2, with the ωB97M-V functional and the def2-TZVPD basis.

LUMO (eV): 2.47
F_max (eV Å⁻¹): 0.9
Molar mass (Da): 683.79
Kohn-Sham gap (eV): 7.42
E (a.u.): -8020.72146
Total charge: -1

Each line ends with the Löwdin charge.
Element x y z (Å)
1 C 0.731399 -1.912908 4.492176  -0.123
2 C 0.127562 -1.613308 3.117385  -0.324
3 C -0.967572 -0.545858 3.201347  -0.667
4 Cl -0.201198 1.082023 3.435705  0.575
5 Si -2.086846 -0.549382 1.639606  0.558
6 C -3.835510 -1.125488 2.080882  -0.182
7 C -4.122291 -1.418700 3.547923  -0.213
8 O -5.547939 -1.257247 3.844207  -0.055
9 C -5.825979 -0.070603 4.421908  -0.377
10 O -6.540580 0.761854 3.946767  0.088
11 O -2.106196 0.995414 0.973621  -0.418
12 Si -2.875165 2.220771 1.711182  -0.168
13 Br -4.840470 2.567333 0.733990  0.341
14 P -1.757488 4.204209 1.453695  0.335
15 O -1.398926 4.503289 3.042200  -0.483
16 Br 0.199561 3.485749 0.645771  0.205
17 C -1.346969 -1.780255 0.391514  -0.753
18 O -0.609780 -1.302948 -0.493127  -0.077
19 O -1.650373 -2.974169 0.627429  -0.088
20 H 0.976883 -0.994912 5.029857  0.052
21 H 0.024109 -2.476028 5.107127  0.069
22 H 1.641596 -2.508057 4.407516  0.068
23 H -0.312653 -2.527877 2.717829  0.099
24 H 0.909265 -1.249476 2.451023  0.106
25 H -1.523847 -0.713041 4.124445  0.049
26 H -4.599601 -0.424625 1.731438  0.065
27 H -3.972998 -2.046443 1.512034  0.082
28 H -3.573786 -0.761830 4.227028  0.088
29 H -3.893482 -2.455317 3.786804  0.127
30 H -5.379394 0.048617 5.426252  0.145
31 H -3.065572 1.937192 3.157005  -0.019
32 H -1.560943 3.740000 3.612955  -0.011
33 C -1.339036 -1.247322 -3.436844  -0.068
34 C -0.476168 -0.018000 -3.335671  -0.195
35 O 0.695630 -0.113812 -4.179905  0.029
36 C 0.544735 0.157048 -5.460288  -0.613
37 O -0.459970 0.515982 -6.022760  0.113
38 O 1.731901 -0.023604 -6.068016  -0.007
39 C 1.709391 0.205383 -7.473529  -0.059
40 H -0.747765 -2.138978 -3.232361  0.084
41 H -2.117290 -1.188793 -2.678967  0.076
42 H -1.796595 -1.345743 -4.423874  0.072
43 H -0.080945 0.056817 -2.325853  0.091
44 H -1.020990 0.897174 -3.567008  0.126
45 H 1.289973 1.183165 -7.703241  0.091
46 H 1.127432 -0.565965 -7.977631  0.094
47 H 2.744820 0.158542 -7.800813  0.088
48 C 2.552769 -0.698743 -1.560018  -0.059
49 C 3.813812 -1.116599 -0.843906  -0.194
50 O 4.961783 -0.346429 -1.271664  0.037
51 C 5.085205 0.852404 -0.721577  -0.614
52 O 4.381290 1.339131 0.124283  0.122
53 O 6.158551 1.451205 -1.262900  -0.006
54 C 6.385275 2.776507 -0.785428  -0.053
55 H 2.694036 -0.731757 -2.640231  0.078
56 H 1.725314 -1.358200 -1.290457  0.072
57 H 2.270279 0.318447 -1.287435  0.084
58 H 4.074788 -2.145159 -1.087213  0.120
59 H 3.710859 -1.037319 0.237909  0.120
60 H 6.420389 2.797843 0.301996  0.092
61 H 5.601613 3.446943 -1.136191  0.097
62 H 7.344103 3.081856 -1.195900  0.088

Forces on atoms 1 to 2 (eV/Å):
C 0.0 0.0 0.0
C 0.1 0.2 0.6

***

(4)
Computed, not measured: a single C6H8INS molecule at a distorted geometry, with the ωB97M-V functional and the def2-TZVPD basis.

LUMO (eV): -0.43
F_max (eV Å⁻¹): 4.2
Molar mass (Da): 253.11
Kohn-Sham gap (eV): 7.79
E (a.u.): -983.99602

Each line ends with the Löwdin charge.
Element x y z (Å)
1 C 0.383728 1.827095 -1.187233  -0.030
2 C -0.296834 0.620573 -0.636555  -0.331
3 C -1.566549 0.220053 -0.927539  -0.074
4 C -1.823329 -0.941281 -0.165669  -0.113
5 C -0.611819 -1.288569 0.381696  -0.385
6 S -0.304913 -2.950634 1.837185  0.054
7 I -0.392999 -1.616566 3.777804  0.320
8 N 0.294470 -0.285190 0.180508  -0.138
9 C 1.656304 -0.328623 0.577146  -0.050
10 H 0.026825 2.675029 -0.614087  0.072
11 H 1.507483 1.870043 -1.162648  0.083
12 H -0.085223 1.984949 -2.227084  0.109
13 H -2.221164 0.863404 -1.560904  0.124
14 H -2.745960 -1.557874 -0.167557  0.112
15 H 2.153260 -1.214818 0.063815  0.122
16 H 2.116064 0.535182 0.186316  0.052
17 H 1.910656 -0.412772 1.644807  0.074

Forces on atoms 1 to 2 (eV/Å):
C -0.4 0.6 -1.2
C 0.8 0.5 -0.7

***

What is the LUMO in the third record? 2.47 eV

***

E of number 3 (C15H29Br2ClO12PSi2)? -8020.72146 a.u.

***

What is the LUMO in the second record? 0.01 eV